1.
20
Properties=species:S:1:pos:R:3:forces:R:3 method="wB97M-V/def2-TZVPD" e_homo_ev="-7.938 / -7.433" total_charge=0 energy_ev=-9956.99332 homo_lumo_gap_ev="7.6 / 7.3" lumo_energy_ev="-0.339 / -0.106"
C 1.829 -0.579 0.852 -0.086 0.029 -0.125
C -1.780 0.439 -0.657 0.805 -0.961 -0.875
C -1.964 0.967 0.632 0.445 0.299 1.133
C 0.825 0.275 0.084 -1.371 -1.247 0.677
C -0.387 -0.533 -0.653 0.359 2.115 -0.213
C -1.222 1.166 1.618 -1.159 0.074 -0.413
C 1.340 1.269 -0.724 0.442 0.864 -0.654
C -0.655 -1.792 -0.107 -0.283 -1.147 0.547
N -2.490 0.560 -1.694 0.020 0.212 0.237
H -2.059 0.121 -2.508 0.012 -0.066 0.141
H -0.165 -0.575 -1.721 0.011 0.019 0.020
H 1.354 -1.141 1.657 -0.001 0.014 -0.027
H 2.587 0.068 1.296 -0.021 -0.024 -0.024
H 2.327 -1.294 0.195 0.020 0.011 0.005
H -1.123 1.514 2.627 0.164 -0.002 -0.034
H 0.057 0.758 0.983 0.704 -0.220 -0.469
H 2.399 1.495 -0.751 -0.032 0.040 0.068
H 0.690 1.869 -1.351 0.008 -0.031 -0.024
H -0.744 -1.933 0.961 -0.021 0.005 0.010
H -0.818 -2.654 -0.738 -0.014 0.015 0.020

=====

2.
19
Properties=species:S:1:pos:R:3:forces:R:3 method="wB97M-V/def2-TZVPD" e_homo_ev=-8.190 total_charge=0 smiles=NCCNCO.O energy_ev=-10379.54107 homo_lumo_gap_ev=9.0 lumo_energy_ev=0.760
C 0.968 -0.654 -0.056 0.847 0.435 -0.202
N -0.044 -0.062 -0.896 0.572 -0.777 -0.244
C -1.195 -0.919 -1.085 -0.721 1.322 1.006
O -2.252 -0.102 -1.514 0.777 1.639 -1.379
C 2.187 0.262 0.051 -0.209 0.264 -0.688
N 2.602 0.749 -1.271 -0.446 0.600 1.074
H 0.628 -0.843 0.976 -0.040 -0.301 -0.184
H 1.363 -1.573 -0.516 -0.525 -0.178 0.157
H -0.133 0.938 -0.842 -0.549 -0.062 0.186
H -1.526 -1.307 -0.101 0.467 -0.823 -0.407
H -0.903 -1.626 -1.863 -0.397 -0.624 0.322
H -3.169 -0.295 -1.381 -0.205 -1.042 0.559
H 3.006 -0.279 0.527 -0.143 -0.027 0.385
H 1.869 1.106 0.669 0.355 0.148 0.121
H 3.526 1.156 -1.273 -0.115 -0.418 -0.385
H 2.335 0.149 -2.025 0.322 -0.149 -0.313
H -2.752 0.554 3.921 0.099 0.055 -0.084
H -1.477 0.382 4.732 -0.058 0.155 -0.390
O -1.799 0.691 3.870 -0.033 -0.216 0.466